No. 1
109
Properties=species:S:1:pos:R:3:forces:R:3:lowdin_spin:R:1 method="wB97M-V/def2-TZVPD" total_charge=+1 gap_ha="0.319 / 0.321" e_homo_ev="-10.455 / -10.492" spin_multiplicity=3 lumo_ev="-1.768 / -1.767" relative_energy_kj_mol=0.00
Ni -1.134 -0.458 -1.018 0.3043 0.0523 0.2245 1.77
N 0.361 -1.503 -0.029 -1.5533 -0.4503 -0.5910 0.04
S 1.758 -1.228 -0.152 2.5589 0.3819 0.7360 0.01
N 2.419 0.256 0.325 -0.0094 -0.5167 -0.4182 0.00
S 2.361 1.069 1.592 -0.1202 0.3473 0.7931 0.00
N 1.176 1.984 1.914 0.0032 0.1208 0.7003 0.00
S -0.346 1.902 1.359 0.9564 -0.3392 -1.0484 0.00
N -0.652 1.012 0.283 -0.8147 -0.8779 -0.6040 0.03
C -0.496 3.549 0.815 0.3604 1.8203 -0.0511 0.00
C -1.761 4.072 0.802 -0.4043 0.0927 0.2000 0.00
C -1.985 5.317 0.216 -1.7616 -0.9844 0.5890 0.00
C -1.001 5.998 -0.395 1.7094 -0.5454 0.4066 0.00
C 0.303 5.514 -0.350 -0.2383 -0.6995 0.3243 0.00
C 0.563 4.309 0.246 -0.1051 -1.9589 0.4124 0.00
C -1.321 1.680 2.835 -0.6034 0.2008 -0.4729 0.00
C -2.049 0.493 2.868 -0.1121 1.1678 0.7472 0.00
C -2.965 0.418 3.907 0.3035 -0.9763 0.7580 0.00
C -3.083 1.397 4.912 -0.1597 -0.0911 -0.1981 0.00
C -2.384 2.598 4.868 0.3329 -0.7212 -1.9839 0.00
C -1.563 2.704 3.714 0.5213 2.3058 1.0800 0.00
C 2.725 0.230 3.120 2.3076 0.4430 0.0131 0.00
C 4.083 0.302 3.607 -1.8680 -1.7736 0.1362 0.00
C 4.391 -0.271 4.842 -0.6937 0.8963 -1.0406 0.00
C 3.367 -0.797 5.607 0.9290 -0.5368 0.5664 0.00
C 2.107 -0.886 5.088 -0.8695 0.4876 -0.0132 0.00
C 1.735 -0.355 3.845 0.5203 -0.3122 1.1448 0.00
C 3.740 2.181 1.503 0.1316 0.0824 -1.1101 0.00
C 4.637 1.993 0.448 -1.0529 0.9789 1.3422 0.00
C 5.631 2.924 0.303 0.7029 -0.5314 -1.0146 0.00
C 5.717 3.997 1.122 0.1005 1.8247 1.9077 0.00
C 4.827 4.214 2.211 0.8981 -1.5202 -1.9493 0.00
C 3.835 3.265 2.380 -0.0295 0.3049 0.4861 0.00
C 2.759 -1.283 -1.683 -1.6223 2.4257 0.4362 0.00
C 3.127 -2.504 -2.161 0.3445 -0.7249 0.8447 0.00
C 3.868 -2.478 -3.307 1.9075 -0.6944 -3.2677 0.00
C 4.238 -1.271 -3.936 -1.2310 0.5020 1.1180 0.00
C 3.784 -0.001 -3.452 0.2108 -2.5551 -0.0953 0.00
C 2.953 -0.026 -2.343 1.1681 -1.8991 -0.1752 0.00
C 2.751 -2.298 0.881 0.9867 -1.0195 0.5751 0.01
C 4.170 -2.276 0.850 -1.5314 -0.5592 0.8151 0.00
C 4.809 -3.113 1.746 1.0394 -0.2956 1.2277 0.00
C 4.172 -3.972 2.650 -1.0428 0.8323 -2.1368 0.00
C 2.807 -4.095 2.524 -0.0888 -0.5628 2.2461 0.00
C 2.109 -3.214 1.725 -0.8464 0.2172 -1.1426 0.00
H -2.567 3.498 1.251 -0.0327 0.2397 -0.1465 0.00
H -2.991 5.712 0.232 -0.0886 0.0548 -0.0577 0.00
H -1.177 6.899 -0.862 -0.4777 1.8378 -0.8914 0.00
H 1.127 6.035 -0.755 0.5495 0.6459 -0.5750 0.00
H 1.544 3.819 0.189 -0.2485 0.5579 0.2034 0.00
H -1.901 -0.185 2.050 -0.1436 -0.5595 0.0460 0.00
H -3.527 -0.501 4.092 0.0046 0.2873 -0.4330 0.00
H -3.807 1.169 5.675 -0.0369 0.1937 0.3408 0.00
H -2.516 3.454 5.533 -0.0096 -0.4965 -0.1166 0.00
H -1.141 3.711 3.468 -0.0509 -1.0111 0.4380 0.00
H 4.844 0.563 2.925 0.7780 0.7030 -0.3544 0.00
H 5.380 -0.243 5.229 0.7293 0.0149 0.0831 0.00
H 3.635 -1.188 6.603 -0.5151 0.2036 -0.5745 0.00
H 1.352 -1.242 5.741 -0.7694 -0.5416 0.2970 0.00
H 0.712 -0.351 3.539 -0.4995 -0.0651 -0.2360 0.00
H 4.520 1.275 -0.309 -0.2888 -1.2221 -0.4854 0.00
H 6.335 2.755 -0.500 0.1321 0.2975 -0.0335 0.00
H 6.508 4.731 1.012 0.0303 -0.1372 -0.2400 0.00
H 5.018 5.047 2.849 -0.3351 0.3170 0.4265 0.00
H 3.171 3.389 3.221 -0.3610 -0.2606 -0.0503 0.00
H 3.010 -3.436 -1.584 -0.3076 0.5799 -0.4226 0.00
H 4.234 -3.413 -3.866 -0.6878 1.2939 1.3418 0.00
H 4.809 -1.307 -4.838 0.3805 -0.0647 -0.3188 0.00
H 4.108 0.871 -3.982 -0.2182 0.5192 -0.0012 0.00
H 2.545 0.864 -1.955 -0.4874 0.7132 0.4810 0.00
H 4.693 -1.643 0.168 0.3696 0.3361 -0.2230 0.00
H 5.870 -3.136 1.930 0.4686 0.5054 -0.7997 0.00
H 4.700 -4.600 3.311 0.7265 -0.4232 0.6296 0.00
H 2.346 -4.802 3.269 -0.1267 0.7873 -1.2525 0.00
H 1.030 -3.300 1.659 -0.0254 0.2402 0.0363 0.00
N -6.288 1.450 -1.187 -0.1183 -0.4312 1.2951 0.00
C -5.311 1.002 -2.122 1.7720 1.3517 -0.1570 0.00
C -3.838 1.138 -1.571 -2.7402 1.3978 1.5007 0.00
O -2.887 0.681 -2.096 2.0712 -1.2691 -1.1521 0.02
O -3.774 1.836 -0.430 0.6266 -0.3982 -0.6768 0.00
H -7.127 1.811 -1.589 -0.2501 0.4227 -0.5614 0.00
H -4.685 2.111 -0.295 -0.9134 0.3520 0.4912 0.00
H -6.597 0.707 -0.589 0.0082 -0.3568 0.4770 0.00
H -5.387 1.726 -2.925 0.3849 -0.2110 -0.6646 0.00
H -5.338 0.009 -2.494 -0.5101 -1.0032 -0.4136 0.00
Cl -0.747 -2.505 -5.707 0.7671 0.6534 0.8728 0.00
C 0.323 -1.431 -4.654 -0.5250 -0.8454 -0.8214 0.00
C -0.255 -1.045 -3.328 0.1860 0.7119 -0.0661 0.00
O -1.110 -1.746 -2.721 -0.0250 0.2136 0.3090 0.03
O 0.224 0.015 -2.864 -0.6891 -0.3276 0.6414 0.03
H 0.524 -0.533 -5.208 -0.0867 0.2950 -0.3027 0.00
H 1.281 -1.914 -4.480 -0.0423 -0.3522 -0.0651 0.00
N -5.154 -2.901 -0.685 -0.5679 0.0776 1.9083 0.00
C -3.984 -2.305 -0.993 -1.0103 -0.4551 -1.1872 0.01
S -3.119 -1.578 0.247 0.8354 0.3700 -0.3087 0.04
N -3.702 -2.297 -2.321 0.0424 -0.2338 1.1540 0.00
C -4.451 -3.017 -3.279 -1.0881 -1.8753 -0.6788 0.00
C -4.634 -4.431 -3.257 0.3781 0.9195 0.1625 0.00
C -5.337 -5.022 -4.314 1.4333 -0.6131 0.8170 0.00
C -5.765 -4.328 -5.384 -1.2499 1.9053 -1.3448 0.00
C -5.611 -2.904 -5.421 -0.9316 -2.2004 -0.8756 0.00
C -5.011 -2.306 -4.348 0.9895 0.8561 -0.1449 0.00
H -5.526 -2.948 0.270 0.9131 0.3489 -0.6481 0.00
H -5.726 -3.388 -1.325 -0.1777 -0.3371 -1.0443 0.00
H -2.795 -1.969 -2.650 0.2131 0.1264 0.2843 0.00
H -4.188 -5.072 -2.478 -0.2272 0.5581 -0.3631 0.00
H -5.358 -6.080 -4.487 -0.1376 -0.5996 0.8403 0.00
H -6.292 -4.932 -6.148 0.4955 0.9239 0.1397 0.00
H -5.979 -2.386 -6.321 0.3462 0.0629 0.7531 0.00
H -4.780 -1.248 -4.417 -0.1690 0.0770 0.2005 0.00

No. 2
102
Properties=species:S:1:pos:R:3:forces:R:3:lowdin_spin:R:1 method="wB97M-V/def2-TZVPD" total_charge=+1 gap_ha="0.262 / 0.263" e_homo_ev="-9.190 / -9.206" spin_multiplicity=5 lumo_ev="-2.066 / -2.046" relative_energy_kj_mol=204.21
Ho -18.647 10.478 8.767 -0.8209 0.2276 0.7155 4.03
O -19.957 12.295 8.992 -0.2028 0.4931 0.1991 0.00
C -21.043 11.637 8.985 2.2344 -1.2182 -0.2482 0.00
C -22.259 12.405 8.913 -1.7229 -2.0492 0.0698 0.00
C -22.382 13.628 8.325 0.3165 0.2671 -0.4433 0.00
C -23.627 14.239 8.315 0.1123 1.1128 -0.2848 0.00
C -24.792 13.607 8.794 1.3466 -0.3602 -0.1032 0.00
C -24.672 12.294 9.257 -0.1525 0.6176 -1.2000 0.00
C -23.435 11.681 9.241 0.5165 1.4271 1.2471 0.00
P -23.365 10.050 9.940 0.8288 -1.6750 -1.5018 0.00
C -24.090 10.142 11.564 -0.7651 1.0031 2.5102 0.00
C -24.691 11.326 12.076 0.5879 -0.3295 -0.1817 0.00
C -25.164 11.409 13.381 0.1139 0.2191 0.4257 0.00
C -25.024 10.329 14.295 -1.0464 0.4226 -1.6667 0.00
C -24.557 9.130 13.770 0.6036 -0.1964 0.4128 0.00
C -23.985 9.074 12.499 0.1448 -0.1199 -1.3084 0.00
C -24.726 9.362 8.889 0.1889 -1.2074 1.8996 0.00
C -25.470 8.399 9.548 -0.9663 -0.6017 0.0320 0.00
C -26.459 7.625 8.921 0.8818 0.6169 0.4567 0.00
C -26.679 7.831 7.585 0.0892 0.7304 -1.4220 0.00
C -25.924 8.847 6.895 -1.1821 -1.9994 -0.0314 0.00
C -24.930 9.527 7.534 0.5352 0.5844 -0.0960 0.00
H -21.482 13.962 7.792 -0.5288 0.6777 0.5106 0.00
H -23.571 15.274 7.945 -0.8368 -0.5394 0.0259 0.00
H -25.752 14.069 8.762 -0.3878 0.4704 -0.0031 0.00
H -25.521 11.682 9.541 -0.1845 0.3865 -0.0751 0.00
H -24.693 12.251 11.477 -0.2622 -0.7529 0.4143 0.00
H -25.654 12.377 13.594 0.4213 -0.7596 0.5506 0.00
H -25.426 10.357 15.298 0.0319 0.1865 -0.0003 0.00
H -24.597 8.212 14.375 0.2966 0.5366 -0.1951 0.00
H -23.444 8.158 12.184 -0.5845 0.4851 0.1846 0.00
H -25.330 8.180 10.598 0.1638 0.2400 0.0278 0.00
H -26.963 6.907 9.554 -0.2341 -0.1688 -0.4099 0.00
H -27.389 7.206 7.027 0.2304 0.4750 0.2408 0.00
H -26.083 8.980 5.825 0.0100 0.0011 0.2583 0.00
H -24.263 10.164 6.982 -0.0123 0.4542 -0.2358 0.00
N -19.038 10.388 11.263 -0.7599 1.9807 0.9006 0.00
C -19.189 9.038 11.761 -0.0218 -1.4765 0.0736 0.00
C -20.190 8.300 10.863 0.4763 -0.1909 0.7082 0.00
N -19.596 8.139 9.519 0.0766 -0.3096 0.6481 0.00
H -18.408 10.907 11.895 -0.0790 -0.2841 -0.5266 0.00
H -19.968 10.866 11.460 1.3399 -0.5960 -0.7283 0.00
H -19.592 9.019 12.759 -0.2085 0.0958 0.5824 0.00
H -18.202 8.525 11.852 -0.5483 0.3313 -0.4593 0.00
H -21.090 8.920 10.776 0.1159 -0.1888 -0.1177 0.00
H -20.470 7.356 11.381 0.1498 0.3365 -0.5612 0.00
H -20.282 7.749 8.855 0.7209 0.3840 0.4231 0.00
H -18.798 7.496 9.615 -0.5355 0.0608 -0.3800 0.00
C -14.099 8.931 12.302 0.0035 0.1774 -1.1226 0.00
C -14.914 10.028 12.011 -0.5930 -0.2481 -0.9129 0.00
C -15.392 10.205 10.697 0.8523 -0.5325 0.1135 0.00
C -15.006 9.287 9.707 0.3191 -0.2345 0.1008 0.00
C -14.054 8.280 9.960 -0.5811 0.7649 -0.5563 0.00
C -13.642 8.093 11.254 -0.0170 0.2554 1.4270 0.00
P -15.823 9.414 8.100 -1.8614 -0.8818 0.7836 0.00
C -15.526 7.874 7.148 1.7003 -0.8054 -1.0470 0.00
C -15.147 7.995 5.751 -1.3861 -0.3294 2.2261 0.00
C -14.826 6.842 5.036 0.7657 1.0477 -0.3411 0.00
C -15.025 5.570 5.599 0.0209 -0.0548 -2.0357 0.00
C -15.647 5.470 6.818 0.0532 -1.3255 0.8385 0.00
C -15.617 6.561 7.687 -0.8826 1.2626 -0.6992 0.00
C -15.007 10.787 7.364 -0.1698 1.1822 -0.3208 0.00
C -13.765 10.635 6.839 -0.1262 0.8394 0.1758 0.00
C -13.195 11.749 6.198 1.1988 0.2478 -0.8759 0.00
C -13.811 12.978 6.172 0.6649 0.1728 -0.0148 0.00
C -15.076 13.175 6.759 -0.3982 -0.2601 0.9692 0.00
C -15.760 14.407 6.785 -1.4491 1.0361 -0.0005 0.00
C -17.054 14.445 7.321 1.1309 -0.3156 -0.1773 0.00
C -17.605 13.359 8.044 2.2297 -0.6703 -0.6338 0.00
C -16.953 12.091 8.106 -0.8304 1.9373 -0.2047 -0.01
C -15.698 12.069 7.408 -0.1741 -1.5972 -0.3488 0.00
H -13.719 8.753 13.289 -0.0688 -0.0155 0.3745 0.00
H -15.309 10.732 12.733 0.5129 -0.1169 0.3668 0.00
H -15.919 11.119 10.388 -0.1663 -0.4913 0.2989 0.00
H -13.631 7.757 9.095 -0.2798 -0.2238 0.6068 0.00
H -12.980 7.284 11.534 0.1691 0.0508 -0.2030 0.00
H -15.229 9.025 5.394 0.6090 -0.5840 -0.5851 0.00
H -14.348 7.025 4.048 -0.5423 -0.6450 0.6981 0.00
H -14.735 4.674 4.990 -0.6439 0.8729 0.6880 0.00
H -16.135 4.504 7.124 1.1760 0.9073 0.0198 0.00
H -15.706 6.361 8.743 -0.5411 0.2482 0.2080 0.00
H -13.237 9.720 7.050 0.2853 -0.2125 -0.6043 0.00
H -12.242 11.613 5.654 -0.4636 0.2389 0.6104 0.00
H -13.296 13.869 5.782 -0.2308 -0.6254 -0.1415 0.00
H -15.328 15.361 6.405 -0.2211 -1.0507 0.0016 0.00
H -17.702 15.304 7.228 0.3657 0.5060 0.0832 0.00
H -18.445 13.635 8.627 -0.9031 -0.2816 0.1680 0.00
C -22.060 6.815 5.106 -0.2171 0.4672 -0.4829 0.00
C -20.679 6.848 5.742 0.3881 -1.4028 0.0222 0.00
C -20.065 8.196 5.696 -0.4739 0.4885 2.5855 0.00
N -19.701 8.768 6.823 -0.2228 0.4321 -2.3472 0.00
N -19.356 10.102 6.617 -0.1965 -0.5214 -0.9283 -0.01
C -19.503 10.497 5.380 1.2371 0.8176 -0.5140 0.00
N -19.088 11.734 4.941 0.3360 -0.1905 1.1706 0.00
S -20.079 9.238 4.320 0.1437 0.3719 0.2893 0.00
H -22.083 7.300 4.109 0.0155 -0.4412 0.4293 0.00
H -22.656 7.443 5.775 -0.4716 -0.2331 -0.2639 0.00
H -22.487 5.801 5.028 0.2484 0.4969 0.1308 0.00
H -19.945 6.167 5.303 -0.2761 -0.2530 -0.3202 0.00
H -20.828 6.462 6.778 0.5306 0.7586 -0.4939 0.00
H -18.436 12.250 5.578 -0.8961 -0.6612 -0.6338 0.00
H -18.931 11.902 3.960 -0.1634 -0.1757 0.0858 0.00